{"formula": "C49H119N5O13", "method": "ωB97M-V/def2-TZVPD", "symbols": ["O", "O", "O", "O", "O", "O", "O", "O", "O", "O", "O", "O", "O", "N", "N", "N", "N", "N", "C", "C", "C", "C", "C", "C", "C", "C", "C", "C", "C", "C", "C", "C", "C", "C", "C", "C", "C", "C", "C", "C", "C", "C", "C", "C", "C", "C", "C", "C", "C", "C", "C", "C", "C", "C", "C", "C", "C", "C", "C", "C", "C", "C", "C", "C", "C", "C", "C", "H", "H", "H", "H", "H", "H", "H", "H", "H", "H", "H", "H", "H", "H", "H", "H", "H", "H", "H", "H", "H", "H", "H", "H", "H", "H", "H", "H", "H", "H", "H", "H", "H", "H", "H", "H", "H", "H", "H", "H", "H", "H", "H", "H", "H", "H", "H", "H", "H", "H", "H", "H", "H", "H", "H", "H", "H", "H", "H", "H", "H", "H", "H", "H", "H", "H", "H", "H", "H", "H", "H", "H", "H", "H", "H", "H", "H", "H", "H", "H", "H", "H", "H", "H", "H", "H", "H", "H", "H", "H", "H", "H", "H", "H", "H", "H", "H", "H", "H", "H", "H", "H", "H", "H", "H", "H", "H", "H", "H", "H", "H", "H", "H", "H", "H", "H", "H", "H", "H"], "coordinates": [[3.810080, -6.479129, 1.865101], [3.471950, 1.962051, -0.632789], [4.205430, 7.758051, 0.803301], [8.576180, 1.877411, -7.191159], [-9.522750, 2.742161, 1.692211], [-1.077570, 11.265491, -6.005089], [1.040700, 8.693841, 3.164461], [4.794080, -5.874259, -7.183509], [8.254970, -5.504539, -1.318929], [6.569860, 3.201941, 2.850561], [-1.832450, -7.199359, 7.956491], [10.061690, -2.565579, 0.242931], [8.041230, 6.442561, 0.232771], [3.491820, -5.855339, -6.899719], [2.476590, 1.014321, -0.092199], [-9.174210, 2.612391, 3.096161], [-0.495570, -7.674809, 7.868101], [-1.832830, 10.448701, -5.108499], [4.161840, -0.814469, 0.176261], [1.185210, -5.004139, -7.204519], [0.304900, 9.614431, -4.024939], [0.196810, -0.830019, 0.253671], [-3.719000, 12.079651, -5.100739], [-10.458970, 0.454631, 3.508031], [0.133810, 0.633011, 0.637871], [-7.505680, 2.411251, 4.806601], [-0.017900, -5.962179, 6.105091], [-3.391020, 8.339871, -3.879499], [1.635410, -1.310999, 0.422901], [-11.576280, 2.720511, 3.723421], [-7.333180, 0.935411, 2.737121], [5.796650, 2.391241, 3.717551], [4.024610, -7.649949, -5.135979], [2.619460, -5.054979, -7.787739], [1.247020, -9.386749, 8.477691], [-3.339280, 10.537961, -5.348139], [1.092300, 1.593861, -0.209619], [-9.897460, 2.050091, 5.381571], [3.069080, -3.611869, -7.757099], [2.536900, -5.534889, -9.252739], [0.928790, 2.836771, 0.699181], [-4.076420, 9.699851, -4.261159], [0.650920, -6.396649, -6.810019], [0.619170, 1.884881, -1.641919], [7.200820, 1.992851, -7.248719], [3.201370, -8.328779, -7.411669], [-0.164550, -8.759819, 8.787251], [0.722890, -5.594749, 8.391341], [-1.069980, 9.237011, -4.652329], [-10.273110, 1.950721, 3.878581], [2.903840, -7.170549, 0.945191], [-6.965010, 3.476751, 2.609841], [3.101230, -7.213799, -6.337389], [-1.058740, 8.171861, -5.783659], [-1.887130, 8.543591, -3.569689], [-1.201480, -9.859989, 8.830931], [1.294090, 8.020871, 4.423701], [0.467790, -6.671789, 7.338451], [-8.494350, 1.567761, 5.696201], [1.818220, -7.414559, 7.011601], [2.607020, -0.739729, -1.915859], [1.573650, -7.150399, -5.826469], [-7.761930, 2.331291, 3.291731], [-0.154100, -8.223839, 10.282481], [-3.759710, 10.098341, -6.765709], [2.279100, -8.368059, 8.127461], [2.726350, -0.459979, -0.396389], [2.562350, -2.878539, -8.384429], [4.765180, 2.328761, 3.370761], [-0.415700, -6.748019, 5.462971], [6.867370, 1.857241, -8.277569], [2.553970, -6.659369, 6.735101], [-4.176490, 10.305981, -3.360779], [-11.930530, 2.776121, 2.694091], [-2.163350, -9.533029, 9.225891], [6.687240, 1.288771, -6.594059], [2.633710, -7.736669, 8.942141], [-11.489060, 3.745841, 4.082871], [1.908240, -1.322809, 1.478141], [7.394040, -5.861889, -1.101389], [-10.023980, 3.064301, 5.760331], [-3.213680, 12.882521, -5.637559], [1.450410, 2.193101, -2.276059], [2.098870, -4.751329, -9.870999], [-11.497770, 0.128531, 3.559491], [5.860710, 2.750681, 4.744581], [-3.469430, 12.439001, -4.102389], [1.574320, -0.993179, -2.155449], [-3.760470, 9.014881, -6.885029], [2.563650, -8.057509, -8.252989], [4.648690, 7.938881, 1.632181], [-0.247170, -5.159939, 8.632211], [-0.308900, -6.187279, -6.337779], [4.104870, -3.536449, -8.088109], [7.392360, 3.407031, 3.301161], [1.571670, 7.011411, 4.120311], [0.890330, 8.787871, -3.622209], [-8.492460, 0.494351, 5.506771], [-0.786510, -5.230999, 6.355511], [3.163380, -1.627829, -2.215619], [1.436510, -6.733209, -4.828849], [-10.160310, 0.285791, 2.473441], [2.892980, -3.197169, -6.764569], [-3.093360, 10.592221, -7.472929], [5.063070, -7.833669, -5.411589], [8.772430, 0.994701, -7.513559], [5.170430, -5.592639, -6.346459], [-9.893480, -0.168029, 4.201301], [1.420340, 2.698441, 1.662171], [7.437590, 5.753841, 0.511191], [-1.077750, -7.688359, 10.502111], [3.195550, -8.834859, 7.766461], [3.492220, -5.814709, -9.696759], [0.327950, 0.605361, 1.710091], [1.932580, -6.433479, -9.377009], [-7.504600, 0.911321, 1.660961], [6.855740, 3.001531, -7.021559], [1.149270, -8.146949, -5.704419], [5.015870, -0.333189, -0.300259], [-6.464020, 2.119871, 4.941301], [0.058750, 1.015461, -1.985629], [-1.027590, 10.652891, -6.742529], [2.814610, -9.261799, -7.001819], [1.347820, 3.683971, 0.156251], [1.902240, -7.270979, 1.363281], [-0.122520, 3.112591, 0.781401], [4.215980, -0.553259, 1.233121], [-5.946520, 3.579211, 2.984371], [-12.304370, 2.330661, 4.434751], [0.435570, -7.100009, -7.614399], [-1.390590, 7.618441, -3.277069], [1.326100, -4.758909, 8.036931], [3.955230, 2.250341, 0.144971], [0.236000, 10.368181, -3.240589], [9.679490, -3.359209, -0.131639], [2.794170, -6.759679, -0.058429], [-1.347470, -10.179779, 7.799181], [3.582020, -5.548019, 1.813801], [-7.597690, 3.489711, 4.935291], [-3.621520, 7.524701, -4.565389], [-10.578300, 1.378431, 5.904481], [-1.891230, 9.111321, -2.639219], [-6.274050, 0.754741, 2.920711], [-0.263220, -1.027569, -0.714529], [0.319360, 7.877961, 4.890151], [4.385390, -1.877849, 0.261941], [0.752270, 9.591151, 3.346791], [-0.572110, 7.288241, -5.370699], [-7.005640, 3.366181, 1.526211], [-5.071120, 9.548561, -4.680419], [-8.364400, 1.563611, 6.778421], [-0.520370, 8.541471, -6.656379], [-4.775740, 10.354021, -7.066389], [8.874580, -6.162399, -1.003449], [-0.040960, -9.086849, 10.938611], [3.756950, -8.650539, -4.796439], [1.244480, -5.901759, 9.297871], [1.211820, -10.054729, 7.617071], [0.782570, -5.543019, 5.495451], [-7.825630, 0.048851, 3.136651], [1.200970, -4.360259, -6.325159], [1.015680, 9.948871, -4.780609], [4.179480, -6.927189, -4.334899], [1.590970, -2.343089, 0.075141], [-0.389190, -1.371129, 0.996581], [-1.693830, -6.518689, 8.619111], [2.883260, 0.151061, -2.480029], [-2.044410, 7.951311, -6.193439], [4.172320, -8.553829, -7.852929], [0.583370, -7.459219, 10.526581], [3.334260, -8.150109, 0.737091], [3.275250, 7.737181, 1.028141], [-0.149620, 2.652131, -1.550249], [-0.904970, -10.808419, 9.278871], [7.640320, 6.808821, -0.555499], [10.864580, -2.864329, 0.669961], [-9.527030, 3.701721, 1.663481], [1.692200, -9.881219, 9.341061], [0.523770, -4.489139, -7.901199], [-3.776830, 8.004601, -2.916769], [2.073520, 8.533261, 4.987651], [1.705790, -7.994669, 6.095671], [-7.402440, 4.444511, 2.855151], [6.155190, 1.367881, 3.828381], [-0.892600, 0.967621, 0.487491], [-4.782420, 12.253261, -5.265309]], "forces_ev_per_a": [[-0.9, -0.5, -1.3], [-1.3, -1.5, -0.4], [0.1, -0.1, -0.2], [1.1, 0.0, 0.3], [0.4, -0.4, 1.1], [-0.7, -1.2, 0.4], [0.4, -0.2, 0.3], [2.7, 0.3, -1.1], [0.1, 0.3, -0.1], [-0.2, -0.2, -0.1], [1.3, -0.1, 0.4], [0.0, 0.2, 0.1], [0.3, 0.1, 0.1], [-4.0, -1.0, 2.5], [-0.3, 0.3, 1.1], [-1.4, 0.7, 0.4], [0.3, -1.1, -2.5], [-0.4, 0.6, 1.6], [-0.7, 0.2, 0.4], [0.6, -1.3, 0.1], [0.3, -0.1, -1.2], [0.3, 0.4, 0.6], [0.1, -0.4, 0.1], [-0.2, 0.3, -0.2], [0.0, -0.7, -1.7], [-0.2, -0.6, 0.2], [-0.7, -1.1, -0.7], [0.2, 0.7, 0.3], [0.5, 0.5, -1.3], [0.1, 0.6, 0.1], [0.3, 0.4, -0.3], [0.2, -0.3, 0.6], [0.5, 0.3, -0.9], [-0.8, -0.1, -0.5], [-0.4, 0.9, -0.1], [1.0, 1.2, 0.7], [-0.1, -1.0, 2.3], [0.0, -0.4, -0.2], [1.0, 0.8, 0.1], [0.1, -0.4, -0.2], [1.0, 0.8, -1.5], [0.8, -0.4, -0.4], [0.1, 0.3, 0.5], [-0.7, -0.4, 1.2], [-1.4, 0.3, -0.7], [-0.6, 0.1, -0.2], [1.2, 0.7, 2.7], [0.2, 0.6, 0.4], [-1.4, -0.3, -0.3], [0.9, -0.1, 0.1], [0.6, -0.2, 0.4], [-0.4, -0.2, 0.2], [-0.8, 0.0, 0.2], [1.1, 0.8, -0.1], [-1.0, 0.5, 0.6], [-0.6, -0.5, -1.7], [-0.9, -0.1, -1.7], [1.7, -0.7, 1.3], [0.0, 0.5, -1.0], [-1.0, -0.2, 0.0], [-0.4, -0.2, 0.6], [0.5, 0.5, -0.7], [-0.1, -1.4, 0.0], [0.2, 0.2, -0.5], [0.2, 0.1, 0.1], [0.9, 2.0, -1.1], [0.3, 0.3, 0.3], [-0.6, -0.6, -0.5], [0.1, 0.3, 0.0], [-0.5, 0.1, -0.1], [-0.3, -0.3, -0.2], [0.2, 0.1, 0.4], [0.1, 0.0, 0.0], [-0.2, -0.4, 0.1], [0.1, 0.0, 0.0], [-0.1, 0.0, 0.1], [-0.3, -0.2, 0.5], [0.5, 0.2, -0.2], [0.0, 0.2, 0.0], [-0.3, 0.0, 0.1], [-0.1, 0.1, -0.1], [0.3, -0.7, -1.0], [-0.3, -0.1, 0.0], [0.0, 0.0, 0.0], [-0.1, 0.2, 0.2], [-0.5, 0.4, 0.1], [-0.2, -0.8, 0.5], [-0.2, 0.3, -0.1], [0.5, -0.1, 0.0], [-0.1, -0.1, 0.0], [0.2, 0.1, 0.2], [0.0, 0.2, 0.4], [-0.2, -0.4, 0.2], [0.2, 0.1, 0.5], [0.1, 0.0, -0.1], [0.5, 0.1, 0.2], [-0.7, -0.6, 0.3], [0.6, -0.1, -0.6], [0.0, 0.0, -0.3], [0.4, 0.2, 0.0], [0.7, 0.4, 0.1], [0.2, -0.1, 0.1], [0.7, -0.1, 0.2], [0.0, -0.3, -0.2], [0.1, 0.1, -0.8], [0.3, 0.0, 0.0], [0.6, 0.2, -0.2], [0.1, -0.2, -0.3], [-0.2, 0.1, -0.1], [-0.2, -0.2, 0.1], [-0.4, -0.4, 0.0], [0.0, -0.3, 0.0], [0.3, 0.3, 0.2], [0.4, 0.8, 0.0], [-0.3, 0.1, 0.2], [0.1, 0.0, -0.1], [0.4, 0.1, 0.4], [0.4, -0.3, -0.2], [-0.3, 0.1, -0.3], [0.0, 0.1, 0.2], [0.4, -0.1, -0.6], [0.5, 0.3, -0.9], [0.0, -0.1, 0.1], [0.5, 0.3, 0.3], [0.1, -0.1, 0.2], [-0.1, -0.4, 0.3], [-0.3, 0.6, 0.1], [0.2, -0.5, -0.2], [-0.3, -0.5, -0.4], [0.1, 0.5, -0.5], [-0.1, -0.2, -0.3], [0.0, 0.0, -0.5], [0.0, -0.1, 0.2], [-0.3, 0.0, -0.2], [-0.3, -0.2, -0.2], [0.3, 0.8, 0.1], [-0.4, 0.1, -0.3], [0.0, 0.1, 0.1], [-0.1, 0.0, 1.0], [0.2, 0.2, -0.3], [-0.4, 0.2, 0.1], [0.2, 0.5, 0.0], [0.2, 0.2, -0.1], [0.3, -0.1, -0.2], [0.3, 0.3, 0.8], [-0.4, -0.3, -0.8], [0.0, 0.0, 0.0], [0.0, -0.2, -0.5], [0.3, 0.0, 0.1], [-0.2, -0.2, 0.3], [0.5, 0.7, 0.0], [0.5, -0.1, 0.0], [-0.1, 0.5, 0.4], [0.2, -0.2, 0.0], [-0.1, 0.2, 0.2], [-0.6, 0.3, 0.4], [-0.3, -0.4, 0.0], [-0.4, -0.3, 0.1], [0.2, 0.4, 0.5], [-0.3, 0.4, 0.3], [0.1, -0.2, 0.3], [-0.3, 0.6, -0.2], [-0.9, 0.0, 0.2], [0.8, -0.2, -0.1], [-0.3, -0.2, -0.1], [-0.9, 0.5, 0.4], [0.3, -0.3, -0.1], [-0.1, -0.1, 0.6], [0.3, 0.4, 0.4], [0.5, -0.4, -0.2], [-0.1, -0.1, 0.5], [-0.3, 0.0, 0.1], [0.2, 0.4, -0.3], [0.4, 0.4, 0.7], [-0.1, 0.1, -0.2], [0.2, 0.0, 0.1], [-0.2, 0.1, -0.5], [-0.8, -0.5, 0.1], [0.0, -0.2, -0.3], [-0.5, 0.0, -0.1], [-0.2, -0.2, 0.3], [-0.4, -0.2, -0.1], [-0.4, 0.0, 0.1], [0.3, -0.3, -0.6], [0.0, 0.3, 0.1], [-0.2, -0.2, 0.0]], "total_charge": 0, "multiplicity": 1, "e_tot_ev": -86799.1685, "e_above_lowest_kcal_mol": 99.0, "orbital_gap_ev": 8.04}